# 1
C2H2O4 as an isolated structure. Source: OMol25; level of theory: ωB97M-V with the def2-TZVPD basis set.

Summary:
E_HOMO in eV: -10.72
Orbital gap in Ha: 0.3679

XYZ file:
```
8
Properties=species:S:1:pos:R:3:lowdin_charge:R:1
C -0.78803 -0.22557 -0.07520 -0.28
C 0.86580 0.13835 -0.19272 -0.38
H -2.43136 1.04871 0.05634 0.21
H 2.43896 -1.03704 0.38073 0.31
O -1.38676 1.08408 -0.34256 -0.04
O -1.45717 -1.22892 0.24034 0.08
O 1.45759 -1.03709 -0.34842 0.04
O 1.30096 1.25748 0.28150 0.05
```

# 2
C2H2O4 as an isolated structure. Source: OMol25; level of theory: ωB97M-V with the def2-TZVPD basis set.

Summary:
E_HOMO in eV: -11.75
Orbital gap in Ha: 0.4518

XYZ file:
```
8
Properties=species:S:1:pos:R:3:lowdin_charge:R:1
C 1.43677 -0.10239 0.04510 -0.38
C -0.55164 -0.05432 -0.33137 -0.45
O 2.59988 0.04340 0.11873 0.22
O 0.23558 1.00309 0.05001 0.04
O 0.52300 -1.02463 -0.05473 0.15
O -1.70424 -0.20429 0.39160 0.05
H -0.73311 -0.13010 -1.40711 0.17
H -1.80624 0.46924 1.18776 0.19
```

# 3
An isolated ion of composition C2H2O6S and charge -2. Source: OMol25; level of theory: ωB97M-V with the def2-TZVPD basis set.

Summary:
E_HOMO in eV: 0.51
Net charge: -2
Orbital gap in Ha: 0.2114

XYZ file:
```
11
Properties=species:S:1:pos:R:3:lowdin_charge:R:1
C 0.85017 -0.37716 0.81478 -0.60
C -0.43546 0.44246 0.21654 -0.39
O -0.47098 -0.85321 0.96043 -0.08
O -0.63763 -0.83173 -2.36493 -0.63
O 1.43475 0.23676 1.76284 -0.16
O -1.54984 1.48150 -2.08798 -0.64
O -0.88203 1.59317 0.94193 -0.07
O 1.92465 -1.59870 0.29182 -0.16
S -1.52463 0.07766 -1.54317 0.66
H -0.06576 1.66492 1.46335 0.05
H 1.35676 -1.83567 -0.45559 0.00
```

# 4
A 2-piece molecular cluster, C2H2OS overall. Source: OMol25; level of theory: ωB97M-V with the def2-TZVPD basis set.

Summary:
E_HOMO (alpha / beta) in eV: -9.66 / -9.49
Orbital gap (alpha / beta) in Ha: 0.2086 / 0.2003

XYZ file:
```
6
Properties=species:S:1:pos:R:3:lowdin_charge:R:1
C 1.55683 -1.28808 -1.12422 -0.16
C 1.71533 -0.68595 -0.10374 -0.12
O -1.63412 1.68880 0.77882 -0.52
S -0.61880 0.85621 1.74428 0.78
H 1.48125 -1.82900 -2.03121 -0.02
H -2.50050 1.25803 0.73607 0.04
```

# 5
C2H3BF2O in the gas phase. Source: OMol25; level of theory: ωB97M-V with the def2-TZVPD basis set.

Summary:
E_HOMO in eV: -11.78
Orbital gap in Ha: 0.3988
Structure (SMILES): B[C@@H](F)C(=O)F

XYZ file:
```
9
Properties=species:S:1:pos:R:3:lowdin_charge:R:1
B 1.22097 -0.22406 -0.50760 0.17
C -1.20928 -0.14909 -0.02201 -0.41
C 0.05282 0.49892 0.36525 -0.28
O -2.28279 0.17741 -0.45182 0.18
F -1.06983 -1.50490 0.25651 0.05
F -0.01659 1.87789 0.41733 -0.01
H 1.69362 -1.10971 0.04489 0.02
H 1.40355 0.13414 -1.66697 0.06
H 0.20754 0.29940 1.56443 0.21
```

# 6
C2H3BiLiO as an isolated structure. Source: OMol25; level of theory: ωB97M-V with the def2-TZVPD basis set.

Summary:
E_HOMO (alpha / beta) in eV: -19.23 / -19.62
Net charge: +2
2S+1: 2
⟨S²⟩: 0.76
Orbital gap (alpha / beta) in Ha: 0.2905 / 0.2739

XYZ file:
```
8
Properties=species:S:1:pos:R:3:lowdin_spin:R:1
O -0.22838 -1.12330 0.86624 0.04
C 0.72644 -1.84349 0.46350 0.06
Li -0.87815 0.51458 1.13129 0.02
Bi -0.14908 -0.79086 -1.37296 0.06
H 1.13863 -2.50205 1.26483 0.01
C -0.25143 1.45486 -0.72125 0.73
H -0.42463 2.05587 -1.63404 0.04
H 0.06660 2.23438 0.00241 0.05
```

# 7
C2H3Br2N as an isolated structure. Source: OMol25; level of theory: ωB97M-V with the def2-TZVPD basis set.

Summary:
E_HOMO (alpha / beta) in eV: -7.69 / -9.25
Orbital gap (alpha / beta) in Ha: 0.2352 / 0.3356

XYZ file:
```
8
Properties=species:S:1:pos:R:3:lowdin_charge:R:1
C -2.83461 0.87643 0.02799 -1.03
C 1.51267 -0.17718 0.00286 -0.28
N 0.10273 -0.38288 -0.04088 -0.48
Br -0.97893 1.02106 -0.03144 1.04
Br -3.48058 -0.84712 -0.00322 0.54
H 1.93994 -0.27790 -1.00052 0.08
H 1.90722 -0.98715 0.62046 0.08
H 1.83155 0.77475 0.42475 0.06
```

# 8
A 2-piece molecular cluster, C2H3Br2N overall. Source: OMol25; level of theory: ωB97M-V with the def2-TZVPD basis set.

Summary:
E_HOMO (alpha / beta) in eV: -10.20 / -10.17
Orbital gap (alpha / beta) in Ha: 0.2759 / 0.2723

XYZ file:
```
8
Properties=species:S:1:pos:R:3:lowdin_charge:R:1
C 0.38480 -0.44815 -0.12298 -0.79
C 0.08432 0.91535 0.26668 -0.11
N 0.45210 -0.83971 -1.34813 0.11
Br 0.68780 -1.78950 1.38262 0.56
Br -2.54852 1.11982 0.55936 0.10
H -0.21761 1.54493 -0.48669 -0.01
H 0.46563 1.37633 1.14835 0.06
H 0.69148 -1.87907 -1.39920 0.08
```

Summary of energy above the lowest of the compared OMol25 structures with the same formula, charge and spin in kcal/mol
78.9 45.3 51.6 159.0 67.2 0.4 157.5 40.1
(order as listed above)
Summary of E_tot in eV
-10293.7548 -10295.2108 -25222.8418 -14980.8172 -10279.7033 -10191.9091 -143690.2150 -143695.3052
(order as listed above)